Entry 1:
Below is a 2-piece molecular cluster, C2H10O2Si2 overall at a distorted geometry, with properties calculated with ωB97M-V/def2-TZVPD.

Structure (XYZ):
```
16
Properties=species:S:1:pos:R:3:mulliken_charge:R:1
C -0.81 0.89 0.31 -0.95
C -0.29 1.65 -0.88 -0.30
O -1.99 -2.08 1.66 -0.35
O 1.01 1.40 -1.14 -0.18
Si -0.89 -3.19 2.15 0.09
Si 2.02 0.17 -1.02 0.30
H -1.82 1.44 0.53 0.39
H -0.95 -0.19 0.10 0.07
H -0.14 1.07 1.10 0.38
H -0.32 2.63 -0.45 0.24
H -0.79 1.54 -1.79 0.33
H -1.92 -1.32 1.08 0.41
H 1.96 -0.27 0.60 -0.10
H -0.12 -3.48 0.98 -0.10
H 1.87 -1.18 -1.69 -0.10
H 3.18 0.91 -1.56 -0.12
```

Maximum force, eV/Å: 3.24
HOMO energy, eV: -8.3377
Energy above the lowest of the compared OMol25 structures with the same formula, charge and spin, kcal/mol: 135.5

Entry 2:
Below is C23H23HfN6O7S as an isolated structure at a distorted geometry, with properties calculated with ωB97M-V/def2-TZVPD.

Structure (XYZ):
```
61
Properties=species:S:1:pos:R:3:mulliken_charge:R:1
Hf 1.10 1.13 0.85 0.94
N -0.67 0.06 4.78 -0.43
C 0.06 0.10 3.65 0.75
S 1.10 1.49 3.43 -0.64
N -0.07 -0.94 2.86 -1.57
N 0.65 -0.86 1.70 1.06
C 0.65 -1.88 0.91 0.96
C -0.14 -3.10 1.16 -0.48
C -1.52 -3.01 1.29 -0.15
C -2.28 -4.15 1.48 -0.82
C -1.66 -5.39 1.57 -0.46
C -0.28 -5.49 1.46 -0.80
C 0.48 -4.35 1.24 -0.20
C 1.47 -1.72 -0.33 0.75
C 1.67 -2.74 -1.24 -0.70
C 2.46 -2.49 -2.36 -0.68
C 2.99 -1.23 -2.55 -0.91
C 2.72 -0.25 -1.62 -0.25
N 1.99 -0.50 -0.53 0.32
H -0.55 0.76 5.48 0.22
H -1.21 -0.77 4.98 0.24
H -2.00 -2.04 1.23 0.47
H -3.36 -4.08 1.58 0.41
H -2.25 -6.29 1.73 0.41
H 0.21 -6.45 1.53 0.40
H 1.56 -4.42 1.17 0.57
H 1.22 -3.70 -1.08 0.62
H 2.63 -3.27 -3.08 0.46
H 3.59 -0.99 -3.42 0.47
H 3.06 0.77 -1.75 0.46
N 0.12 3.38 1.17 -0.57
C 0.56 4.12 -0.04 -0.55
C 1.81 3.47 -0.58 0.51
O 2.27 3.71 -1.65 -0.60
O 2.34 2.54 0.28 -0.51
H -0.87 3.50 1.34 0.19
H 0.60 3.75 1.98 0.39
H 0.79 5.17 0.14 0.45
H -0.20 4.08 -0.81 0.25
O 0.16 1.30 -1.04 -0.86
C -1.03 1.23 -0.54 1.46
O -1.12 0.97 0.69 -0.80
C -2.22 1.46 -1.37 0.22
C -3.48 1.36 -0.78 -0.60
C -4.62 1.59 -1.55 -0.81
C -4.49 1.93 -2.89 -0.43
C -3.22 2.02 -3.43 -0.15
C -2.08 1.79 -2.71 -0.28
N -3.09 2.38 -4.87 1.01
O -2.02 2.17 -5.39 -0.57
O -4.10 2.74 -5.44 -0.59
H -3.57 1.09 0.26 0.54
H -5.60 1.51 -1.11 0.43
H -5.35 2.13 -3.51 0.52
H -1.10 1.87 -3.17 0.75
C 4.59 0.89 1.24 -0.74
O 3.29 0.42 1.65 -0.26
H 5.28 0.05 1.20 0.27
H 4.95 1.65 1.94 0.35
H 4.48 1.34 0.26 0.24
H 3.31 0.17 2.59 0.30
```

Maximum force, eV/Å: 1.71
HOMO energy, eV: -11.2862
Charge: +1
Energy above the lowest of the compared OMol25 structures with the same formula, charge and spin, kcal/mol: 11.7

Entry 3:
Below is B4CaF4H12NO3 as an isolated structure at a distorted geometry, with properties calculated with ωB97M-V/def2-TZVPD.

Structure (XYZ):
```
25
Properties=species:S:1:pos:R:3:mulliken_charge:R:1
Ca 0.24 0.11 0.23 0.15
N 0.60 -2.99 -1.64 0.72
O 0.41 -2.16 -0.73 -0.57
O 0.28 -4.19 -1.43 -0.71
O 1.22 -2.69 -2.66 -0.64
B -1.68 0.88 -1.14 0.39
H -1.78 -0.29 -1.00 -0.16
H -1.77 1.35 -0.07 -0.12
H -0.58 1.04 -1.55 -0.05
H -2.53 1.35 -1.90 -0.31
B -1.31 -1.34 1.79 0.56
H -1.45 -1.67 2.97 -0.29
H -1.52 -0.18 1.64 -0.06
H -0.16 -1.49 1.53 -0.24
H -2.02 -2.03 1.08 -0.29
B 2.30 0.37 -1.22 0.44
H 3.29 0.72 -1.86 -0.30
H 1.54 -0.13 -1.99 -0.11
H 2.56 -0.38 -0.33 -0.30
H 1.77 1.29 -0.70 -0.09
B 0.11 2.52 1.78 0.71
F -1.27 2.44 1.99 -0.43
F 0.41 2.63 0.42 -0.39
F 0.59 3.57 2.60 -0.40
F 0.74 1.29 2.17 -0.51
```

Maximum force, eV/Å: 1.45
HOMO energy, eV: 0.6040
Charge: -3
Energy above the lowest of the compared OMol25 structures with the same formula, charge and spin, kcal/mol: 0.0

Entry 4:
Below is one molecule with the formula C3H5NO at a distorted geometry, with properties calculated with ωB97M-V/def2-TZVPD.

Structure (XYZ):
```
10
Properties=species:S:1:pos:R:3:mulliken_charge:R:1
C -1.04 -0.33 -0.11 -0.33
C -0.03 0.75 0.09 -0.31
C 1.32 0.01 -0.08 -0.20
H -1.86 -0.33 0.66 0.21
H -1.49 -0.34 -1.08 0.25
H 0.05 1.13 1.10 0.20
H -0.16 1.73 -0.53 0.29
H 2.45 0.19 -0.14 0.34
N 1.07 -1.26 0.00 -0.25
O -0.30 -1.56 0.09 -0.20
```

Maximum force, eV/Å: 3.94
SMILES: C1=NOCC1
HOMO energy, eV: -9.3935
Energy above the lowest of the compared OMol25 structures with the same formula, charge and spin, kcal/mol: 57.3

Entry 5:
Below is an isolated ion of composition C21H26N3O and charge +1 at a distorted geometry, with properties calculated with ωB97M-V/def2-TZVPD.

Structure (XYZ):
```
51
Properties=species:S:1:pos:R:3:mulliken_charge:R:1
C -2.45 -1.22 -2.46 -0.80
N -2.43 -0.14 -1.48 0.26
C -3.78 0.30 -1.08 -1.09
C -1.30 0.33 -0.92 0.29
C -1.34 1.12 0.30 0.32
C -2.28 0.97 1.38 -0.56
C -2.39 1.92 2.40 -0.61
C -1.61 3.08 2.41 0.98
C -1.79 4.14 3.45 -1.43
C -0.65 3.21 1.39 -0.96
C -0.52 2.27 0.37 -0.42
H -3.50 -1.48 -2.66 0.40
H -1.96 -0.92 -3.40 0.30
H -1.95 -2.12 -2.08 0.26
H -4.45 0.04 -1.92 0.41
H -4.15 -0.25 -0.19 0.35
H -3.83 1.38 -0.90 0.40
H -0.28 -0.61 -1.72 0.07
H -2.92 0.08 1.43 0.51
H -3.12 1.77 3.20 0.41
H -1.09 4.95 3.28 0.36
H -2.80 4.55 3.47 0.34
H -1.60 3.74 4.45 0.34
H -0.01 4.09 1.39 0.33
H 0.20 2.40 -0.43 0.39
C 3.38 -4.04 3.58 -0.81
O 2.41 -4.21 2.53 -0.44
C 2.36 -3.29 1.54 0.66
C 1.16 -3.22 0.79 -0.92
C 0.95 -2.18 -0.10 0.13
C 1.94 -1.21 -0.30 0.61
N 1.72 -0.15 -1.17 0.49
C 0.46 0.31 -1.63 -0.30
N 0.81 0.84 -2.89 0.28
C -0.03 1.26 -4.00 -1.13
C 2.18 1.00 -3.02 -0.72
C 2.75 0.40 -1.93 -0.43
C 3.18 -1.34 0.34 -0.90
C 3.40 -2.35 1.28 -0.61
H 3.16 -4.88 4.23 0.26
H 4.40 -4.11 3.19 0.31
H 3.23 -3.08 4.10 0.36
H 0.40 -3.98 0.98 0.42
H 0.01 -2.15 -0.63 0.42
H -1.08 1.15 -3.75 0.39
H 0.21 2.30 -4.22 0.38
H 0.20 0.68 -4.90 0.33
H 2.65 1.49 -3.88 0.43
H 3.81 0.21 -1.76 0.33
H 3.99 -0.65 0.13 0.32
H 4.35 -2.39 1.82 0.29
```

Maximum force, eV/Å: 7.31
SMILES: COc1ccc(N2C=CN(C)[C@@H]2C(c2ccc(C)cc2)=[N+](C)C)cc1
HOMO energy, eV: -9.1739
Charge: +1
Energy above the lowest of the compared OMol25 structures with the same formula, charge and spin, kcal/mol: 159.5

Entry 6:
Below is C52H67N2O11P3V as an isolated structure at a distorted geometry, with properties calculated with ωB97M-V/def2-TZVPD.

Structure (XYZ):
```
136
Properties=species:S:1:pos:R:3:mulliken_spin:R:1
V 0.13 -0.19 0.71 2.67
C 6.15 -0.08 3.74 0.00
C 4.71 0.05 3.32 0.00
C 4.19 1.47 3.36 0.00
O 4.63 -0.45 1.95 0.00
P 3.29 -1.18 1.49 -0.01
O 2.08 -0.47 1.91 0.03
C 3.61 -1.40 -0.27 0.00
P 2.44 -0.43 -1.32 0.04
O 1.43 0.57 -0.83 -0.17
O 2.18 -0.90 -2.83 0.00
C 3.20 -1.41 -3.72 0.00
C 2.87 -0.86 -5.09 0.00
C 3.20 -2.92 -3.69 0.00
O 3.75 0.58 -1.65 0.00
C 3.61 1.74 -2.45 0.00
C 3.37 2.96 -1.57 0.00
C 4.88 1.89 -3.28 0.00
O 3.34 -2.61 2.18 -0.01
C 4.38 -3.57 1.90 0.00
C 4.96 -4.00 3.23 0.00
C 3.78 -4.73 1.13 0.00
H 6.28 0.26 4.77 0.00
H 6.78 0.54 3.09 0.00
H 6.50 -1.11 3.67 0.00
H 4.08 -0.58 3.95 0.00
H 4.76 2.10 2.67 0.00
H 4.31 1.88 4.37 0.00
H 3.14 1.52 3.09 0.00
H 3.50 -2.45 -0.51 0.00
H 4.62 -1.04 -0.44 0.00
H 4.17 -1.03 -3.38 0.00
H 1.88 -1.20 -5.40 0.00
H 3.61 -1.21 -5.82 0.00
H 2.88 0.23 -5.09 0.00
H 2.25 -3.32 -4.05 0.00
H 3.33 -3.30 -2.68 0.00
H 4.01 -3.30 -4.32 0.00
H 2.76 1.62 -3.13 0.00
H 4.19 3.07 -0.87 0.00
H 2.44 2.84 -1.00 0.00
H 3.30 3.86 -2.17 0.00
H 5.74 1.98 -2.61 0.00
H 4.83 2.79 -3.90 0.00
H 5.04 1.03 -3.93 0.00
H 5.16 -3.09 1.30 0.00
H 4.20 -4.48 3.83 0.00
H 5.34 -3.13 3.78 0.00
H 5.79 -4.70 3.07 0.00
H 3.01 -5.21 1.74 0.00
H 4.55 -5.46 0.90 0.00
H 3.30 -4.41 0.21 0.00
O -5.52 -1.74 -3.16 0.00
C -4.41 -2.31 -3.26 0.00
O -4.04 -3.20 -4.04 0.00
C -3.32 -1.79 -2.29 0.01
C -3.58 -0.76 -1.39 0.00
C -2.55 -0.27 -0.61 0.16
N -1.30 -0.75 -0.65 -0.05
C -1.06 -1.77 -1.49 0.04
C -2.03 -2.30 -2.32 -0.01
C 0.32 -2.40 -1.50 0.03
O 0.53 -3.39 -2.17 0.00
O 1.26 -1.88 -0.72 0.05
H -4.57 -0.35 -1.34 0.00
H -2.71 0.55 0.08 -0.05
H -1.79 -3.11 -2.99 0.00
C 0.19 3.14 -3.07 0.00
P -1.31 2.73 -2.08 0.07
C -2.19 1.73 -3.35 0.00
C -3.54 1.90 -3.66 0.00
C -4.18 1.02 -4.52 0.00
C -3.48 -0.03 -5.10 0.00
C -2.14 -0.20 -4.80 0.00
C -1.50 0.67 -3.93 0.00
C -2.23 4.33 -2.23 0.00
C -2.91 4.78 -1.10 0.00
C -3.60 5.99 -1.12 0.00
C -3.62 6.75 -2.27 0.00
C -2.96 6.31 -3.41 0.00
C -2.27 5.11 -3.38 0.00
H -0.02 3.28 -4.13 0.00
H 0.89 2.31 -2.95 0.00
H 0.66 4.04 -2.66 0.00
H -4.11 2.70 -3.20 0.00
H -5.24 1.13 -4.72 0.00
H -4.00 -0.75 -5.72 0.00
H -1.60 -1.06 -5.20 0.00
H -0.46 0.48 -3.66 0.00
H -2.88 4.19 -0.19 0.00
H -4.11 6.33 -0.22 0.00
H -4.15 7.70 -2.29 0.00
H -2.98 6.90 -4.32 0.00
H -1.77 4.76 -4.28 0.00
C -3.04 0.96 3.38 0.02
C -2.11 0.45 4.47 0.00
C -0.71 1.06 4.43 0.02
C -2.08 -1.06 4.46 0.01
C -2.62 -1.73 5.55 0.00
C -2.69 -3.11 5.61 0.01
C -2.20 -3.82 4.52 -0.01
C -1.65 -3.21 3.40 0.01
C -1.25 -4.12 2.27 0.00
C 0.24 -4.03 1.94 -0.01
C -2.16 -3.92 1.07 0.00
C -1.54 -1.78 3.34 0.00
O -0.98 -1.09 2.37 -0.05
H -3.06 2.06 3.35 0.00
H -4.06 0.60 3.56 0.00
H -2.72 0.59 2.41 0.03
H -2.55 0.74 5.44 0.00
H -0.15 0.70 3.57 0.04
H -0.16 0.79 5.34 0.00
H -0.75 2.16 4.37 0.00
H -3.01 -1.13 6.37 0.00
H -3.11 -3.62 6.47 0.00
H -2.26 -4.90 4.52 0.00
H -1.42 -5.15 2.63 0.00
H 0.53 -3.01 1.71 0.03
H 0.50 -4.67 1.09 0.00
H 0.83 -4.34 2.81 0.00
H -2.21 -2.87 0.80 0.01
H -3.18 -4.24 1.31 0.00
H -1.83 -4.49 0.20 0.00
N 0.31 7.05 2.98 0.01
C 0.23 5.96 2.62 0.00
C 0.14 4.60 2.17 0.02
C -1.10 3.96 2.10 -0.01
C -1.16 2.64 1.68 -0.13
C -0.04 1.86 1.32 0.27
C 1.17 2.57 1.40 -0.02
C 1.28 3.89 1.81 -0.01
H -2.00 4.50 2.37 0.00
H -2.15 2.20 1.63 -0.03
H 2.09 2.06 1.13 -0.01
H 2.25 4.38 1.85 0.00
```

Maximum force, eV/Å: 1.43
HOMO energy (spin up / spin down), eV: -1.6808 / -2.3296
2S+1: 4
Expectation value of S²: 3.761
Charge: -2
Energy above the lowest of the compared OMol25 structures with the same formula, charge and spin, kcal/mol: 8.4

Entry 7:
Below is a 4-piece molecular cluster, C2H12NO3 overall at a distorted geometry, with properties calculated with ωB97M-V/def2-TZVPD.

Structure (XYZ):
```
18
Properties=species:S:1:pos:R:3:mulliken_charge:R:1
C -0.54 0.25 0.35 -0.79
C 0.47 2.08 -0.84 -0.13
N -0.33 1.08 -0.84 0.02
H 0.38 -0.33 0.57 0.28
H -1.25 -0.45 -0.04 0.34
H -0.73 0.57 1.35 0.35
H 0.80 2.49 0.12 0.25
H 0.66 2.65 -1.74 0.30
H -0.89 0.64 -1.58 0.33
H 2.36 0.41 2.19 0.32
H 1.68 1.36 3.26 0.31
O 1.76 1.15 2.33 -0.60
H 0.67 -1.94 -3.20 0.32
H 1.75 -1.03 -2.78 0.31
O 0.80 -1.23 -2.56 -0.61
H -2.36 -2.52 1.90 0.31
H -3.01 -2.80 0.54 0.31
O -2.23 -2.38 0.96 -0.63
```

Maximum force, eV/Å: 2.78
HOMO energy, eV: -14.6157
Charge: +1
Energy above the lowest of the compared OMol25 structures with the same formula, charge and spin, kcal/mol: 42.0

Entry 8:
Below is a 2-piece molecular cluster, C9H14F10N2O5S2 overall at a distorted geometry, with properties calculated with ωB97M-V/def2-TZVPD.

Structure (XYZ):
```
42
Properties=species:S:1:pos:R:3:mulliken_charge:R:1
C 0.46 3.06 -0.03 -1.27
C 0.22 2.33 -1.34 -0.10
N 1.39 1.52 -1.71 -0.64
N 1.02 0.28 -2.33 0.68
C 1.98 -0.79 -2.04 -1.45
C 1.86 -1.31 -0.61 -0.62
C 1.21 -2.68 -0.42 0.81
F 1.27 -3.46 -1.51 -0.30
F 1.98 -3.33 0.52 -0.34
C -0.20 -2.72 0.24 0.48
F -0.09 -2.20 1.47 -0.25
F -0.55 -4.01 0.40 -0.27
S -1.60 -1.82 -0.65 1.40
F -0.81 -1.81 -2.01 -0.31
F -2.27 -3.19 -1.08 -0.33
F -2.45 -1.86 0.70 -0.36
F -1.00 -0.43 -0.21 -0.22
F -2.78 -1.06 -1.35 -0.32
S 0.91 0.52 -3.97 1.15
O 0.56 -0.71 -4.59 -0.59
O 2.02 1.23 -4.50 -0.60
F -0.32 1.44 -4.07 -0.21
H 1.39 3.63 -0.08 0.37
H -0.34 3.75 0.18 0.43
H 0.48 2.35 0.79 0.20
H -0.69 1.75 -1.32 0.23
H 0.09 3.08 -2.12 0.26
H 1.96 1.35 -0.90 0.34
H 2.97 -0.36 -2.16 0.46
H 1.89 -1.56 -2.81 0.71
H 2.88 -1.41 -0.24 0.40
H 1.42 -0.55 0.02 0.25
C -1.33 0.23 4.48 -0.40
C -2.25 0.48 3.31 0.26
O -2.00 1.86 3.02 -0.34
C -0.77 2.18 3.48 0.67
O -0.20 3.19 3.24 -0.52
O -0.27 1.17 4.24 -0.34
H -0.94 -0.78 4.51 0.32
H -1.79 0.46 5.44 0.27
H -2.00 -0.12 2.44 -0.24
H -3.30 0.33 3.56 0.34
```

Maximum force, eV/Å: 1.88
SMILES: CCNN(CCC(F)(F)C(F)(F)S(F)(F)(F)(F)F)S(=O)(=O)F.O=C1OCCO1
HOMO energy, eV: -9.4532

no.,E (Ha),M (g mol⁻¹)
1,-811.5901,122.3
2,-2191.6513,706.0
3,-1464.1642,233.4
4,-247.2159,71.1
5,-1054.8655,336.5
6,-4927.3046,1040.0
7,-363.5839,98.1
8,-2631.9927,484.3